(1)
This record from the OMol25 dataset describes an isolated ion of composition C7H11N2 and charge +1 at a distorted geometry. The level of theory is ωB97M-V with the def2-TZVPD basis set.

Each line ends with the Mulliken charge.
Atoms and positions in Å:
C1 -2.3809 -0.7328 -0.1212  -0.324
N1 -1.2292 -0.3905 -0.4449  -0.242
C2 -0.6689 0.9401 -0.1479  0.617
C3 -1.5068 2.1771 -0.2707  -1.322
C4 0.6803 0.9239 0.1511  -0.635
C5 1.5073 -0.4014 0.0664  0.684
C6 3.0469 -0.3836 0.1662  -1.167
N2 0.8720 -1.4517 -0.0229  0.028
C7 -0.1602 -2.0563 -0.0503  -0.373
H1 -2.8045 -1.7040 -0.2543  0.322
H2 -3.0272 -0.0171 0.4361  0.260
H3 -2.5492 1.9732 -0.5485  0.335
H4 -0.7956 2.8970 -0.7815  0.352
H5 -1.6141 2.5180 0.6816  0.448
H6 1.1097 1.8631 0.4217  0.420
H7 3.4633 0.0015 1.1110  0.319
H8 3.5846 0.4152 -0.5035  0.307
H9 3.5946 -1.3447 -0.0431  0.323
H10 -0.6079 -2.4706 0.9581  0.319
H11 -0.5143 -2.7565 -0.8034  0.328

Forces on atoms 1 to 6 (eV/Å):
C -2.061 2.241 1.491
N 0.178 1.135 -0.497
C 1.582 -2.379 -0.117
C 1.530 -0.962 -1.696
C -1.494 -1.965 -0.780
C 1.389 3.854 0.983

**Frontier orbital gap**: 8.923 eV
**SMILES**: C=N/C(C)=C\C(C)=[N+]=C
**Calculated total energy**: -382.43794 hartree
**HOMO level**: -13.35 eV
**Total charge**: +1
**Energy above the lowest of the compared OMol25 structures with the same formula, charge and spin**: 116.5 kcal per mole

(2)
This record from the OMol25 dataset describes C11H22N7O2Ru as an isolated structure. The level of theory is ωB97M-V with the def2-TZVPD basis set.

Each line ends with the Mulliken charge.
Atoms and positions in Å:
Ru1 -0.0790 0.4062 -0.3152  1.237
N1 0.0969 -0.1149 1.6449  -0.341
C1 0.3627 -1.5683 1.9129  -0.440
C2 -0.7096 -2.4649 1.3249  -0.719
C3 -0.7496 -2.5137 -0.1895  -0.503
N2 -1.2356 -1.2050 -0.7850  -0.478
H1 0.8604 0.4408 2.0410  0.348
H2 -0.7404 0.1804 2.1564  0.411
H3 0.4073 -1.6910 2.9962  0.431
H4 1.3490 -1.7956 1.5048  0.300
H5 -1.6966 -2.2178 1.7319  0.317
H6 -0.5064 -3.4821 1.6681  0.369
H7 -1.4477 -3.2778 -0.5361  0.457
H8 0.2286 -2.7253 -0.6249  0.382
H9 -2.1803 -1.0193 -0.4259  0.374
H10 -1.3565 -1.2990 -1.7969  0.349
O1 -1.1942 1.6902 0.1980  -0.399
N3 -1.8114 2.3941 -0.8590  -0.373
C4 -2.4943 3.3847 -0.4019  0.853
C5 -3.1823 4.1948 -1.3573  -0.244
N4 -3.7397 4.8445 -2.1217  -0.138
C6 -2.5864 3.6758 1.0010  0.175
N5 -2.6531 3.8254 2.1368  -0.193
C7 2.6130 2.0255 -3.6465  -1.162
N6 1.9382 1.0933 -2.7055  0.149
C8 0.5159 0.8916 -2.8897  -0.951
C9 2.5366 0.6067 -1.6197  0.752
O2 1.7734 0.3196 -0.5245  -0.804
N7 3.8098 0.3540 -1.4846  0.047
C10 4.7154 0.1180 -2.6317  -1.090
C11 4.4476 0.1980 -0.1623  -0.999
H11 1.9530 2.8778 -3.7986  0.470
H12 2.8195 1.5431 -4.5989  0.392
H13 3.5319 2.3891 -3.1987  0.393
H14 0.2036 1.3701 -3.8187  0.477
H15 -0.0867 1.4845 -2.1559  0.625
H16 0.2425 -0.1611 -2.9827  0.231
H17 4.1429 -0.1053 -3.5258  0.402
H18 5.3223 -0.7490 -2.3776  0.409
H19 5.3634 0.9782 -2.7873  0.384
H20 3.8704 0.7014 0.6052  0.347
H21 5.4307 0.6603 -0.2205  0.416
H22 4.5604 -0.8607 0.0659  0.339

Forces on atoms 1 to 6 (eV/Å):
Ru 0.081 -0.227 -0.338
N -0.064 -0.102 0.087
C 0.076 0.071 0.039
C -0.069 -0.059 0.043
C -0.046 0.060 -0.100
N -0.007 0.032 0.068

**Frontier orbital gap**: 6.437 eV
**Calculated total energy**: -1059.78999 hartree
**HOMO level**: -19.79 eV
**Total charge**: +3

(3)
This record from the OMol25 dataset describes a single C2H5N5O molecule at a distorted geometry. The level of theory is ωB97M-V with the def2-TZVPD basis set.

Each line ends with the Mulliken charge.
Atoms and positions in Å:
O1 -2.8387 0.5805 -0.1178  -0.476
N1 -1.9068 -0.5074 0.0382  -0.060
C1 -0.6669 -0.2309 0.0457  0.381
N2 -0.3308 0.9821 -0.1204  -0.318
N3 0.9202 1.4857 0.2904  -0.565
C2 1.8529 0.7117 -0.1614  -0.042
N4 1.7002 -0.6142 -0.2774  -0.215
N5 0.5204 -1.0640 0.3513  -0.431
H1 -2.1053 1.4693 0.1529  0.464
H2 -2.1257 -1.4548 -0.4715  0.317
H3 2.8307 1.0055 0.0548  0.363
H4 1.6114 -1.1796 -1.2204  0.305
H5 0.5385 -1.1839 1.4354  0.279

Forces on atoms 1 to 6 (eV/Å):
O 3.265 1.641 0.895
N -4.924 -4.435 -1.097
C 7.354 2.110 0.488
N -0.877 2.993 0.545
N 0.038 -1.149 -2.052
C -0.320 2.715 2.284

**Frontier orbital gap**: 9.359 eV
**SMILES**: ONC1=NN=CNN1
**Calculated total energy**: -428.00847 hartree
**HOMO level**: -8.66 eV
**Energy above the lowest of the compared OMol25 structures with the same formula, charge and spin**: 134.7 kcal per mole

(4)
This record from the OMol25 dataset describes a 2-piece molecular cluster, CCl3F3Si overall at a distorted geometry. The level of theory is ωB97M-V with the def2-TZVPD basis set.

Each line ends with the Mulliken charge.
Atoms and positions in Å:
C1 1.7645 -0.4775 0.4958  0.038
F1 -2.8844 0.7924 -0.5568  -0.219
F2 -0.6979 -0.0701 -1.3762  -0.228
F3 -0.8710 1.0915 0.8521  -0.212
Si1 -1.5868 0.0244 -0.0695  0.837
Cl1 -1.9535 -1.6967 0.7738  -0.167
Cl2 2.5998 0.9592 0.4151  -0.014
Cl3 2.4864 -1.7075 -0.3942  -0.036

Forces on atoms 1 to 6 (eV/Å):
C -1.018 -0.393 0.422
F -0.141 -0.529 0.203
F -0.021 -0.442 0.190
F -0.119 -0.430 0.219
Si 0.516 2.276 -0.966
Cl -0.180 -0.811 0.405

**Frontier orbital gap**: 8.549 eV
**Calculated total energy**: -2007.93267 hartree
**HOMO level**: -9.61 eV
**Energy above the lowest of the compared OMol25 structures with the same formula, charge and spin**: 30.0 kcal per mole

(5)
This record from the OMol25 dataset describes a 9-piece molecular cluster, C4H29N2O8 overall at a distorted geometry. The level of theory is ωB97M-V with the def2-TZVPD basis set.

Each line ends with the Löwdin spin population.
Atoms and positions in Å:
C1 -1.3598 0.7643 2.0405  0.035
N1 0.0298 0.2728 1.9186  0.284
C2 -1.4068 2.1734 1.3743  0.015
N2 -0.8949 1.9442 -0.0633  0.003
C3 -0.7546 3.1800 -0.8707  0.001
C4 -2.8789 2.6234 1.2768  0.001
H1 -1.6757 0.8224 3.0978  0.015
H2 -2.0703 0.0626 1.5632  0.000
H3 0.4907 0.5536 2.7910  0.006
H4 0.0445 -0.7320 1.8044  0.007
H5 -0.6454 2.7258 1.9356  0.000
H6 -1.6507 1.3408 -0.4139  0.000
H7 -0.0230 1.4201 0.0087  0.001
H8 0.3060 3.4457 -0.7940  0.000
H9 -1.3628 4.0763 -0.7029  0.000
H10 -0.7547 2.8206 -1.9116  0.000
H11 -3.5191 2.2567 0.5132  0.000
H12 -2.8535 3.7185 1.2341  0.001
H13 -3.2357 2.4146 2.2774  0.000
H14 4.8525 -1.1820 2.5642  0.000
H15 5.2082 -1.3909 1.0675  0.000
O1 4.5471 -1.5948 1.7474  0.006
H16 1.1779 1.0307 -2.3302  0.000
H17 2.6038 1.6356 -2.2954  0.000
O2 1.6923 1.8274 -2.5303  0.001
H18 2.3020 -2.1009 -4.1328  0.000
H19 2.1013 -1.8283 -2.5341  0.000
O3 1.8280 -2.2857 -3.3168  0.000
H20 -1.9035 -0.9608 -1.6529  0.000
H21 -0.6072 -1.0211 -2.4169  0.000
O4 -0.9842 -0.6520 -1.6007  -0.001
H22 -0.6564 -4.7332 -0.7060  0.000
H23 -0.5386 -4.4475 -2.2757  0.000
O5 -0.4201 -4.0943 -1.3816  0.000
H24 3.1901 -0.9002 0.8699  -0.003
H25 2.2347 0.5462 0.9475  -0.005
O6 2.6353 -0.1894 0.4562  0.429
H26 -2.8836 -2.3738 -0.3430  0.000
H27 -4.1551 -2.8035 -1.1360  0.000
O7 -3.5675 -2.0656 -0.9399  0.000
H28 1.5349 -1.8543 0.8586  -0.004
H29 2.3468 -2.5152 2.1946  0.002
O8 1.6764 -1.9302 1.8071  0.206

Forces on atoms 1 to 6 (eV/Å):
C -0.041 0.082 -0.990
N -1.042 0.011 1.400
C -0.523 -2.140 -0.776
N -1.823 0.705 1.956
C 2.164 -0.252 -1.738
C 2.109 2.194 2.147

**Frontier orbital gap (spin up / spin down)**: 10.300 / 3.872 eV
**Calculated total energy**: -880.49178 hartree
**⟨S²⟩**: 0.758
**Spin multiplicity**: 2
**HOMO level (spin up / spin down)**: -16.38 / -16.38 eV
**Total charge**: +2
**Energy above the lowest of the compared OMol25 structures with the same formula, charge and spin**: 20.1 kcal per mole

(6)
This record from the OMol25 dataset describes C26H31BeCl2FN4O4 as an isolated structure. The level of theory is ωB97M-V with the def2-TZVPD basis set.

Each line ends with the Mulliken charge.
Atoms and positions in Å:
Be1 0.0204 -0.2727 -0.2059  -1.310
C1 3.4979 -2.8717 -6.1954  -1.069
C2 3.3927 -3.3768 -4.7668  -1.073
N1 2.8733 -2.3641 -3.8548  0.294
C3 1.5486 -2.3937 -3.5334  -0.040
C4 0.9422 -1.5460 -2.6718  0.047
C5 -0.4982 -1.8173 -2.2630  0.049
O1 -1.1731 -2.5348 -2.9869  -0.772
O2 -0.8520 -1.2705 -1.1688  -0.202
C6 1.7018 -0.4907 -2.0882  0.597
O3 1.2468 0.3298 -1.2701  -0.274
C7 3.1175 -0.4326 -2.4510  1.069
C8 3.9222 0.5101 -1.8124  -0.509
C9 5.2717 0.4933 -2.0125  0.383
F1 6.0603 1.3610 -1.3345  -0.350
C10 5.8700 -0.4414 -2.8615  -1.875
C11 5.0698 -1.3618 -3.5166  -0.687
C12 3.6849 -1.3966 -3.2957  0.275
N2 7.2866 -0.5398 -3.0344  0.434
C13 7.9517 -1.6013 -2.2951  -0.525
C14 9.0889 -2.1392 -3.1822  -0.782
N3 9.3825 -1.0750 -4.2056  -0.155
C15 9.5050 0.2654 -3.5447  -0.644
C16 8.1021 0.6629 -3.0425  -0.617
H1 3.8744 -3.6574 -6.8506  0.393
H2 4.1679 -2.0137 -6.2647  0.290
H3 2.5213 -2.5611 -6.5642  0.351
H4 4.3579 -3.7238 -4.3924  0.413
H5 2.7212 -4.2318 -4.7023  0.494
H6 0.9573 -3.1847 -3.9783  0.568
H7 3.4677 1.1937 -1.1082  0.606
H8 5.5413 -2.0601 -4.1936  0.394
H9 7.2462 -2.3980 -2.0733  0.481
H10 8.3499 -1.2383 -1.3389  0.329
H11 8.8102 -3.0361 -3.7330  0.406
H12 10.0095 -2.3224 -2.6312  0.375
H13 8.5574 -1.0296 -4.8130  0.381
H14 10.2016 -1.3068 -4.7644  0.300
H15 9.9128 0.9708 -4.2654  0.365
H16 10.2176 0.1366 -2.7316  0.344
H17 7.6442 1.3927 -3.7094  0.476
H18 8.2118 1.1253 -2.0582  0.424
C17 -2.8644 -0.2058 0.8353  -1.258
C18 -2.0198 1.0271 1.0146  -0.155
O4 -1.1455 1.2093 -0.1325  -0.010
C19 -0.3926 2.4262 0.0019  -0.286
C20 -0.2116 3.0738 -1.3530  -1.161
H19 -3.5723 -0.2570 1.6649  0.438
H20 -2.2543 -1.1043 0.8545  0.211
H21 -3.4205 -0.1799 -0.1009  0.297
H22 -1.3815 0.9381 1.8966  0.215
H23 -2.6415 1.9276 1.0670  0.471
H24 0.5549 2.1881 0.4947  0.202
H25 -0.9470 3.1017 0.6599  0.624
H26 0.3916 2.4597 -2.0131  0.105
H27 0.2815 4.0410 -1.2336  0.395
H28 -1.1801 3.2406 -1.8248  0.309
Cl1 2.6449 -2.4651 0.0649  -0.164
C21 2.3943 -2.0095 1.7636  0.709
C22 3.2190 -2.6217 2.6779  -0.610
C23 3.1159 -2.3326 4.0340  -0.419
C24 2.1423 -1.4044 4.4110  -0.630
C25 1.3296 -0.8144 3.4801  0.351
Cl2 0.1411 0.3455 4.0618  -0.302
C26 1.3430 -1.0459 2.0426  -0.263
N4 0.5527 -0.4584 1.2214  0.251
H29 3.9507 -3.3379 2.3237  0.327
H30 3.7526 -2.8109 4.7632  0.344
H31 2.0129 -1.1353 5.4522  0.356

Forces on atoms 1 to 6 (eV/Å):
Be -0.232 0.000 0.059
C 0.033 -0.005 -0.058
C 0.048 -0.027 0.069
N -0.118 0.017 0.064
C -0.016 0.016 0.099
C -0.006 -0.091 -0.047

**Frontier orbital gap**: 2.346 eV
**Calculated total energy**: -2564.34602 hartree
**HOMO level**: -4.21 eV
**Energy above the lowest of the compared OMol25 structures with the same formula, charge and spin**: 1.1 kcal per mole